No. 1
A 2-piece molecular cluster, C5H13BClN2O4S overall at a distorted geometry. Source: the Open Molecules 2025 dataset; level of theory: the ωB97M-V functional and the def2-TZVPD basis.

CARTESIAN COORDINATES (ANGSTROEM)
N -0.3871 -2.2376 0.0473
C 0.3347 -3.0999 0.2875
O 1.0978 -4.1264 0.6207
S 0.5742 -5.0800 1.8718
Cl -1.2526 -5.5768 1.3963
B 0.3925 -3.6757 3.2468
N -0.6787 -2.7964 3.2588
O 1.4158 -3.8049 4.1061
H -0.4872 -1.8048 3.1588
H -1.4854 -3.0441 2.6975
H 2.0485 -3.0683 4.1274
C -1.5024 2.9655 -2.8108
O -0.1464 2.6011 -2.9990
C 0.7592 3.3349 -2.1939
C 1.2105 2.5397 -0.9920
O 0.1423 2.2733 -0.0939
C -0.3941 0.9764 -0.2243
H -2.1137 2.2012 -3.2867
H -1.7623 3.0223 -1.7512
H -1.7143 3.9291 -3.2844
H 0.3145 4.2819 -1.8753
H 1.6345 3.5634 -2.8088
H 1.9595 3.1178 -0.4436
H 1.6756 1.6041 -1.3195
H 0.2880 0.2340 0.2065
H -0.5885 0.7175 -1.2678
H -1.3348 0.9526 0.3257

total charge: +1
gap between HOMO and LUMO: 4.946 eV
lowest unoccupied orbital energy: -6.1 eV


No. 2
One molecule with the formula C5H13BClNO2 at a distorted geometry. Source: the Open Molecules 2025 dataset; level of theory: the ωB97M-V functional and the def2-TZVPD basis.

CARTESIAN COORDINATES (ANGSTROEM)
C -1.0448 2.2072 1.1171
C -1.0646 1.0181 0.1015
C 0.2333 0.6199 -0.6849
C -0.0992 -0.0276 -2.0975
C 1.1576 -0.3674 0.2722
N 2.5232 -0.2241 -0.2897
Cl 3.4697 0.6446 0.8773
B 0.7473 -1.9420 0.1748
O -0.4520 -2.4075 0.6458
O 1.6865 -2.7092 -0.3390
H -0.9872 3.1656 0.5923
H -0.3725 2.0424 1.9394
H -2.1082 2.2939 1.4115
H -1.3007 0.1665 0.6649
H -1.7711 1.3101 -0.7119
H 0.9130 1.5078 -0.8646
H 0.4385 0.2369 -2.9317
H -0.0322 -1.1134 -1.9583
H -1.1191 0.2156 -2.3405
H 1.0686 -0.0630 1.2735
H 2.8800 -1.1488 -0.4847
H -0.6282 -3.3112 0.2795
H 1.4671 -3.6482 -0.4891

SMILES: CC[C@H](C)[C@H](NCl)B(O)O
gap between HOMO and LUMO: 8.739 eV
lowest unoccupied orbital energy: 0.0 eV


No. 3
An isolated ion of composition C5H13BNO and charge +1 at a distorted geometry. Source: the Open Molecules 2025 dataset; level of theory: the ωB97M-V functional and the def2-TZVPD basis.

CARTESIAN COORDINATES (ANGSTROEM)
C -3.4522 0.2858 -0.7029
C -2.4876 0.0362 0.4808
O -1.1213 0.3012 0.1184
B 0.0987 0.0833 0.3918
C 1.0930 -1.0950 0.7509
C 2.3889 -0.9037 0.0614
N 2.6252 0.5630 -0.1467
C 1.2701 1.2242 -0.2774
H -3.2577 1.1126 -1.3970
H -3.3293 -0.5579 -1.4057
H -4.4127 0.0927 -0.2098
H -2.6139 -0.9827 0.6431
H -2.6298 0.6258 1.4435
H 1.2158 -1.1645 1.9134
H 0.5250 -2.0722 0.4983
H 3.2406 -1.4664 0.5345
H 2.1641 -1.2940 -1.0231
H 3.1371 0.7978 -1.0636
H 3.1669 0.8678 0.5841
H 1.0886 1.3402 -1.3194
H 1.2904 2.2060 0.1253

total charge: +1
SMILES: CCOB1CC[NH2+]C1
gap between HOMO and LUMO: 10.506 eV
lowest unoccupied orbital energy: -3.2 eV


No. 4
One molecule with the formula C5H13BO2 at a distorted geometry. Source: the Open Molecules 2025 dataset; level of theory: the ωB97M-V functional and the def2-TZVPD basis.

CARTESIAN COORDINATES (ANGSTROEM)
B 0.0172 1.0466 -0.0181
C 1.2866 1.4463 1.0646
C 0.2466 -2.3470 0.6371
C 0.3365 0.5752 -1.6196
C -0.9275 -1.5343 0.1277
C -0.9507 -0.1333 0.4934
O -1.0323 2.2272 0.0216
O -2.1044 0.2799 0.8309
H 1.9291 0.6776 1.1897
H 0.7841 1.5945 1.9963
H 1.7893 2.3856 0.8823
H 1.2290 -1.8536 0.3409
H 0.1847 -2.5952 1.6718
H 0.2039 -3.4199 0.2020
H -0.5345 0.1357 -2.1571
H 1.2545 -0.0004 -1.6704
H 0.6939 1.5287 -2.1226
H -0.6349 -1.4031 -0.9116
H -1.8517 -1.9965 0.1974
H -1.2039 2.3309 -0.9535
H -1.7897 1.5322 0.4756

gap between HOMO and LUMO: 10.275 eV
lowest unoccupied orbital energy: 0.5 eV


No. 5
C5H13Br3N4O8 as an isolated structure at a distorted geometry. Source: the Open Molecules 2025 dataset; level of theory: the ωB97M-V functional and the def2-TZVPD basis.

CARTESIAN COORDINATES (ANGSTROEM)
C -4.4161 0.5659 -2.0326
N -3.2047 0.4672 -1.1526
O -2.6523 -0.5943 -1.0562
O -3.0049 1.4649 -0.4774
H -5.0143 1.4433 -1.7869
H -5.0170 -0.3266 -1.8581
H -4.1637 0.6037 -3.0923
C -4.1755 0.5717 2.6474
N -2.8645 -0.0189 2.9181
O -1.8987 0.6789 2.5461
O -2.8249 -1.1818 3.1869
H -4.9898 -0.0768 2.9704
H -4.1623 0.6413 1.5597
H -4.0949 1.5534 3.1141
C 1.6544 3.6189 -0.7389
N 2.4314 2.9044 -1.7592
O 2.1016 3.0333 -2.9201
O 3.3965 2.3613 -1.3814
H 2.0700 3.4397 0.2527
H 0.6343 3.2602 -0.8761
H 1.7180 4.6684 -1.0264
C 4.4070 -3.6009 0.2997
N 5.7460 -4.0975 -0.2172
O 5.8483 -4.4348 -1.3816
O 6.6507 -4.0600 0.5918
H 3.7056 -3.5723 -0.5342
H 4.5192 -2.6405 0.8028
H 4.0940 -4.3186 1.0581
C 0.5287 -0.4201 0.1304
Br 0.3540 0.0376 -1.7806
Br 1.8346 0.7135 1.1046
Br 1.2391 -2.3258 0.2819
H -0.4497 -0.3588 0.6068

multiplicity: 2
total charge: +1
gap between HOMO and LUMO (spin up / spin down): 7.952 / 3.247 eV
lowest unoccupied orbital energy (spin up / spin down): -5.4 / -10.1 eV
<S²>: 0.76


No. 6
A 2-piece molecular cluster, C5H13BrN overall at a distorted geometry. Source: the Open Molecules 2025 dataset; level of theory: the ωB97M-V functional and the def2-TZVPD basis.

CARTESIAN COORDINATES (ANGSTROEM)
C -1.6110 0.7222 0.7247
C 1.3841 0.9745 1.9998
C -0.0167 -1.1003 -2.3156
C -0.5729 0.3315 -0.3268
C 1.2777 0.1766 0.6711
N -0.7294 -0.9385 -1.0031
Br 1.4667 -1.6752 1.0946
H -2.5526 0.7001 0.3751
H -1.3127 1.7669 1.1181
H -1.4141 0.1193 1.5816
H 1.3177 0.3398 2.8748
H 0.5811 1.9019 1.9203
H 2.3571 1.5261 2.0246
H -0.1845 -0.2211 -3.0018
H 1.1188 -1.1759 -2.0821
H -0.3601 -2.1398 -2.8310
H -0.5610 1.1550 -1.0176
H 1.9339 0.3163 -0.1878
H -1.7484 -1.1021 -1.2041
H -0.3736 -1.6773 -0.4147

total charge: +1
gap between HOMO and LUMO: 10.742 eV
lowest unoccupied orbital energy: -3.1 eV


No. 7
C5H13CdClNb as an isolated structure at a distorted geometry. Source: the Open Molecules 2025 dataset; level of theory: the ωB97M-V functional and the def2-TZVPD basis.

CARTESIAN COORDINATES (ANGSTROEM)
C 1.6909 -1.8750 0.3333
C 2.0411 -0.5665 0.2375
C 1.4032 0.4704 1.0046
Nb -0.2632 1.7552 -0.0642
Cl 0.3075 0.9578 -2.2709
C -1.3307 -0.0483 0.7285
C -1.8202 -0.9817 -0.3658
H 0.9290 -2.1973 1.0401
H 2.1758 -2.6321 -0.2746
H 2.8426 -0.2762 -0.4403
H 2.0095 1.3818 1.1784
H 0.9618 0.0873 1.9229
H 0.9911 3.0170 -0.4413
H -1.6370 2.7027 -0.7392
H -0.5566 2.6287 1.4333
H -0.8212 -0.6054 1.5129
H -2.1613 0.5000 1.2184
H -1.0166 -1.3402 -1.0290
H -2.6314 -0.5454 -0.9540
H -2.2372 -1.8822 0.1054
Cd -0.8771 -0.5506 -4.1358

total charge: +1
gap between HOMO and LUMO: 2.654 eV
lowest unoccupied orbital energy: -8.1 eV


No. 8
An isolated ion of composition C5H13ClN2O and charge +2 at a distorted geometry. Source: the Open Molecules 2025 dataset; level of theory: the ωB97M-V functional and the def2-TZVPD basis.

CARTESIAN COORDINATES (ANGSTROEM)
C 1.6607 -2.4326 -0.0199
N 0.6235 -1.4284 0.0556
C 0.6613 -0.1492 -0.0370
O 1.7285 0.7588 -0.2152
Cl 3.3966 0.2774 -0.2553
N -0.5740 0.6647 0.0104
C -1.1148 0.6459 1.3955
C -0.2873 2.0878 -0.3390
C -1.5734 0.1380 -0.9572
H 1.9817 -2.5684 -1.0561
H 1.2523 -3.3798 0.3330
H 2.5302 -2.1745 0.5794
H -0.3071 -1.8406 0.1643
H -1.9842 1.3030 1.4444
H -1.4263 -0.3506 1.7050
H -0.3716 1.0233 2.0985
H -1.2161 2.6549 -0.3352
H 0.3887 2.5396 0.3847
H 0.1601 2.1628 -1.3277
H -2.3841 0.8602 -1.0603
H -1.1213 0.0053 -1.9396
H -2.0235 -0.7979 -0.6280

total charge: +2
SMILES: C/[NH+]=C(\OCl)[N+](C)(C)C
gap between HOMO and LUMO: 10.392 eV
lowest unoccupied orbital energy: -9.3 eV